Molecular formula: C8H8AuN5OS2
Method: DFT, the ωB97M-V functional and the def2-TZVPD basis

XYZ file:
```
25
Properties=species:S:1:pos:R:3
Au -1.86448 -0.55605 -2.49128
N -3.03582 -0.18782 1.65398
C -2.98386 -0.43933 0.40520
N -1.86198 -0.41044 -0.34241
C -0.64193 0.04153 0.12541
N -0.45958 0.13913 1.51379
C 0.52410 -0.58394 -0.58689
C 1.76646 -0.76714 0.03631
N 2.79535 -1.27098 -0.60940
C 2.61679 -1.66015 -1.86125
C 1.37700 -1.56559 -2.47312
N 0.36179 -1.00448 -1.83720
H -3.95363 -0.29189 2.06476
H -3.85748 -0.74086 -0.18503
H 1.93281 -0.49386 1.06757
H 3.48079 -2.05034 -2.37469
H 1.19778 -1.93225 -3.47355
C 0.03517 1.39095 2.03842
O 1.22115 1.81470 1.41447
C 1.13544 2.25087 0.15401
S 2.41959 2.97235 -0.53382
S -0.37089 1.95720 -0.67190
H 0.27332 1.25122 3.09748
H -1.38437 -0.05075 1.95251
H -0.72352 2.18792 1.91663
```

- frontier orbital gap (eV) = 6.29
- HOMO level (eV) = -7.987
- E (eV) = -43283.4558

Molecular formula: C32H52O26
Method: DFT, the ωB97M-V functional and the def2-TZVPD basis

XYZ file:
```
110
Properties=species:S:1:pos:R:3
C -17.77124 -0.18086 23.32381
C -17.49778 -0.77277 24.59865
C -18.86258 -0.99052 25.26037
O -18.66193 -2.24364 25.81764
C -17.55972 -2.85190 25.35239
O -17.16141 -3.98484 25.56988
O -16.85230 -2.02898 24.51074
H -18.05199 0.86812 23.41816
H -18.37785 -0.73448 22.60712
H -16.78509 -0.09839 22.86686
H -16.81864 -0.22203 25.24946
H -19.69830 -0.99920 24.56067
H -19.20344 -0.22632 25.95888
C -23.32527 -5.39737 18.86360
C -23.68696 -4.97322 20.24410
C -22.50805 -4.23721 20.97340
O -23.07150 -3.14133 21.46904
C -24.24234 -2.92848 20.99289
O -24.95140 -1.94405 21.07543
O -24.56960 -3.86485 20.19403
H -22.43822 -6.02952 18.90408
H -23.04964 -4.57664 18.20138
H -24.07176 -5.88615 18.23753
H -24.06957 -5.81228 20.82522
H -21.59281 -3.94744 20.45717
H -22.21144 -4.92706 21.76348
C -23.42924 0.07729 21.27523
C -22.95349 -0.23224 22.71742
C -22.52122 -1.62283 22.84910
O -21.36498 -1.39536 23.50573
C -20.89078 -0.14334 23.40324
O -19.79805 0.30599 23.74046
O -21.80391 0.60384 22.92686
H -22.76164 -0.32448 20.51300
H -23.45529 1.16695 21.26568
H -24.49329 -0.14901 21.20664
H -23.76582 0.16999 23.32275
H -22.42968 -2.21606 21.93927
H -23.18622 -2.19336 23.49747
C -25.88809 -1.09789 22.38998
C -27.44192 -0.80884 22.52525
C -28.43040 -1.61718 21.67646
O -28.96305 -2.61089 22.62400
C -28.51303 -2.42873 23.83154
O -28.85363 -3.13259 24.77042
O -27.64777 -1.29226 23.82524
H -25.35971 -0.46099 23.09940
H -25.57576 -0.94501 21.35695
H -25.82092 -2.17597 22.53599
H -27.74698 0.21697 22.31847
H -27.94035 -2.03080 20.79506
H -29.19698 -0.94913 21.28381
C -20.40205 1.91635 20.82137
C -19.98382 0.57555 20.26185
C -18.66905 0.04573 20.88544
O -18.80033 -1.28966 21.12372
C -20.09232 -1.60368 21.02990
O -20.51923 -2.75687 21.08995
O -20.85379 -0.49850 20.68049
H -19.89784 2.83154 20.51105
H -20.44823 1.86130 21.90899
H -21.48934 1.98248 20.78207
H -19.82913 0.53212 19.18376
H -18.38731 0.46817 21.84994
H -17.84282 0.35343 20.24452
C -18.61800 -4.03651 22.35894
C -19.34533 -4.41192 23.70529
C -20.43389 -3.34809 23.95206
O -21.68588 -4.03000 24.03979
C -21.51756 -5.20533 23.57711
O -22.35627 -6.03633 23.28017
O -20.22507 -5.50475 23.47312
H -19.25259 -3.69805 21.53989
H -18.11857 -4.92976 21.98374
H -17.89626 -3.21970 22.36329
H -18.73380 -4.57867 24.59203
H -20.39295 -2.59685 23.16338
H -20.20568 -2.87548 24.90740
C -25.77773 4.27279 25.83466
C -24.46353 3.65865 25.28882
C -24.10315 2.34826 26.03376
O -23.98096 1.43462 24.94477
C -24.20628 2.00455 23.79232
O -24.11154 1.44222 22.68220
O -24.47269 3.36962 23.94112
H -26.04873 4.99896 25.06829
H -25.51732 4.48245 26.87213
H -26.47903 3.43881 25.80746
H -23.70487 4.41810 25.47798
H -24.86083 2.01623 26.74353
H -23.17689 2.50926 26.58533
C -19.96133 2.42099 24.22244
C -20.67473 3.30456 23.20329
C -22.00007 2.93169 22.61936
O -22.77554 4.09433 22.73555
C -22.11699 5.04896 23.45378
O -22.68971 6.04759 23.95694
O -20.98446 4.48103 23.83162
H -19.31590 1.60927 23.88683
H -20.73237 2.00442 24.87057
H -19.38973 3.01846 24.93265
H -19.86639 3.45353 22.48738
H -22.36348 2.13768 23.27171
H -22.12447 2.66885 21.56886
O -23.97190 2.84327 21.37592
H -23.98617 2.39535 22.22173
H -24.00631 3.77404 21.59666
O -25.27703 1.32554 20.16823
H -25.39713 2.16003 19.71499
H -24.44701 1.42317 20.63489
```

- frontier orbital gap (eV) = 8.12
- HOMO level (eV) = -8.146
- E (eV) = -87230.0589

Molecular formula: C37H50F32N3O11P
Method: DFT, the ωB97M-V functional and the def2-TZVPD basis

XYZ file:
```
134
Properties=species:S:1:pos:R:3
C -2.54345 3.43484 -0.41343
C -2.55049 2.45340 -1.69534
C -3.48093 1.19009 -1.33982
C -3.05729 -0.18339 -2.06619
C -4.32651 -0.98872 -2.68997
O -5.11603 -1.65404 -1.96673
O -4.46029 -0.93098 -4.13369
O -1.25230 2.12265 -2.22467
C -0.37534 1.56808 -1.21916
C 0.86615 0.90748 -2.03776
O 1.32797 1.87458 -3.06201
C 1.74234 3.08136 -2.42720
N 1.66506 4.15588 -1.86051
O 0.42141 -0.25578 -2.75691
C 1.53614 -1.08408 -3.19685
C 1.57621 -2.37682 -2.23358
C 0.62655 -3.59422 -2.67647
C -0.86181 -3.18537 -3.12909
N -1.01070 -3.26841 -4.63743
C 1.58789 -1.39249 -4.76596
C 0.51719 -0.60806 -5.66935
C 1.22483 0.60303 -6.50990
C 0.05954 1.18224 -7.48584
C 0.06195 2.80580 -7.53828
N -0.21107 3.37817 -6.16776
P -3.44617 3.41875 -3.10766
O -5.06230 3.77185 -2.65019
O -2.64759 4.96205 -3.19384
H -3.17288 4.37518 -0.67718
H -1.51547 3.82621 -0.10568
H -3.08281 2.97336 0.50327
H -4.56171 1.44062 -1.67789
H -3.54616 0.99154 -0.20677
H -2.31475 -0.06892 -2.92698
H -2.65709 -0.88469 -1.23289
H -3.61697 -1.32843 -4.48480
H -0.00099 2.34953 -0.44844
H -0.88757 0.74349 -0.58040
H 1.72628 0.69825 -1.30805
H 2.49849 -0.48225 -2.94810
H 1.39583 -2.09026 -1.12365
H 2.66697 -2.77322 -2.25995
H 0.51109 -4.31761 -1.77704
H 1.09350 -4.24326 -3.51786
H -1.25201 -2.20470 -2.69293
H -1.56333 -4.01988 -2.72157
H -2.01012 -3.40206 -4.88968
H -0.50631 -4.10889 -4.99196
H 1.51850 -2.51697 -5.03582
H 2.63614 -1.07103 -5.14992
H -0.43682 -0.28132 -5.13548
H 0.17667 -1.35656 -6.48964
H 1.69345 1.39736 -5.83731
H 1.98344 0.09310 -7.22230
H 0.15644 0.77192 -8.56733
H -1.00266 0.88838 -7.13551
H 1.11071 3.14519 -7.87423
H -0.69778 3.19421 -8.31020
H -1.00103 2.84301 -5.74652
H -0.54044 4.35843 -6.28646
H -5.57504 3.86849 -3.49434
H -3.26168 5.66804 -2.86944
F -2.80773 -3.92101 3.61343
C -2.94718 -4.49149 2.40031
F -1.87000 -5.30324 2.23636
C -3.01064 -3.45907 1.27668
F -1.85730 -2.74706 1.20565
F -3.10587 -4.13590 0.09392
C -4.20275 -2.48293 1.33118
O -3.93619 -1.18794 1.88608
C -4.04732 -1.05549 3.28949
F -4.54986 -2.18770 3.81680
F -4.98296 -0.09924 3.49749
C -2.72801 -0.62949 3.93982
F -1.75528 -1.54657 3.73097
F -2.86835 -0.50934 5.28239
H -3.84047 -5.12244 2.40993
H -4.47346 -2.27468 0.29038
H -5.10008 -2.93699 1.76052
H -2.38417 0.32669 3.53835
F 4.49309 -2.38511 2.08882
C 4.42891 -3.49583 1.32720
F 4.51963 -3.07478 0.03829
C 3.13352 -4.27687 1.54876
F 2.05021 -3.54006 1.19511
F 3.14414 -5.35330 0.70727
C 2.92696 -4.82329 2.97510
O 2.07403 -4.05800 3.83555
C 2.67294 -3.00702 4.56586
F 4.01143 -3.04371 4.40540
F 2.44579 -3.28923 5.86976
C 2.06891 -1.64247 4.22332
F 2.25042 -1.33588 2.91848
F 2.66318 -0.65777 4.94169
H 5.30574 -4.11541 1.53592
H 2.39973 -5.77565 2.86146
H 3.86895 -5.08894 3.46285
H 0.99614 -1.62614 4.42963
F -3.10626 10.33378 -1.14597
C -3.16542 9.23012 -1.91568
F -3.09550 9.65952 -3.20192
C -4.44948 8.43376 -1.69093
F -5.53977 9.16203 -2.03007
F -4.43263 7.36392 -2.54544
C -4.64194 7.86828 -0.26940
O -5.49579 8.61469 0.60387
C -4.89811 9.66206 1.34332
F -3.56222 9.63513 1.17468
F -5.11585 9.36503 2.64593
C -5.51235 11.02679 1.02023
F -5.34077 11.34883 -0.28154
F -4.91973 12.00612 1.74586
H -2.27975 8.61824 -1.72066
H -5.16065 6.91188 -0.39166
H -3.69454 7.60613 0.21021
H -6.58380 11.03463 1.23327
F 5.96089 -5.45734 6.00995
C 6.63964 -4.68594 5.13919
F 6.42364 -5.22386 3.90715
C 8.13453 -4.64042 5.44769
F 8.69021 -5.87208 5.34125
F 8.73465 -3.87440 4.48820
C 8.51685 -4.03151 6.81148
O 8.79388 -4.95694 7.86807
C 7.69097 -5.40771 8.63030
F 6.58467 -4.72307 8.28151
F 7.95879 -5.05725 9.90998
C 7.50488 -6.92492 8.54372
F 7.26262 -7.32022 7.27339
F 6.44298 -7.32356 9.28555
H 6.20264 -3.68373 5.14439
H 9.46941 -3.51540 6.65609
H 7.82750 -3.24362 7.12788
H 8.39485 -7.44979 8.89847
```

- frontier orbital gap (eV) = 8.77
- SMILES string = C[C@](CCC(=O)O)(OC[C@H](OC#N)O[C@@H](CCCN)CCCCCN)P(O)O.FC(F)C(F)(F)COC(F)(F)C(F)F.FC(F)C(F)(F)COC(F)(F)C(F)F.FC(F)C(F)(F)COC(F)(F)C(F)F.FC(F)C(F)(F)COC(F)(F)C(F)F
- HOMO level (eV) = -8.645
- E (eV) = -162414.7528

Molecular formula: C2H3N3O3
Method: DFT, the ωB97M-V functional and the def2-TZVPD basis

XYZ file:
```
11
Properties=species:S:1:pos:R:3
O 2.80160 -0.69916 -0.25270
N 1.98065 0.29875 0.14554
C 0.68447 0.22932 0.22082
N -0.21105 -0.84995 0.25286
C -1.31898 -0.22551 0.04048
O -2.44245 -1.00798 -0.07466
O -1.44299 1.10623 -0.18369
N -0.01827 1.47844 -0.14416
H 2.38108 -1.71074 -0.16207
H -2.36579 -1.90049 -0.01465
H 0.20320 1.90491 0.91763
```

- frontier orbital gap (eV) = 9.02
- SMILES string = O/N=c1\nc(O)o[nH]1
- HOMO level (eV) = -8.681
- relative energy (zero: lowest compared OMol25 entry of this formula, charge and spin) (eV) = 4.036
- E (eV) = -12729.9216

Molecular formula: C4H6Br2P
Method: DFT, the ωB97M-V functional and the def2-TZVPD basis

XYZ file:
```
13
Properties=species:S:1:pos:R:3
C 1.36866 -0.72764 0.21828
C 0.61420 -0.43302 -0.95734
C 1.31018 0.14647 1.30779
C -0.41502 0.55722 -0.83580
P -1.73300 0.11404 0.56662
Br -2.50964 -1.94137 -0.11411
Br -3.28082 1.49447 -0.07120
H 2.11089 -1.47921 0.09538
H 0.94959 -1.06006 -1.75464
H 1.87082 0.02938 2.22770
H 0.92610 1.12911 1.51983
H -0.15103 1.43250 -0.39485
H -1.06094 0.73810 -1.80768
```

- frontier orbital gap (eV) = 6.78
- HOMO level (eV) = -13.825
- relative energy (zero: lowest compared OMol25 entry of this formula, charge and spin) (eV) = 1.846
- total charge = +1
- E (eV) = -153610.0223

Molecular formula: C22H16BrN4NiO2
Method: DFT, the ωB97M-V functional and the def2-TZVPD basis

XYZ file:
```
46
Properties=species:S:1:pos:R:3
Ni 0.48737 -0.04002 -0.35862
Br 6.29796 4.39777 0.81301
C 5.03358 3.06452 0.36982
C 5.47194 1.78890 -0.01940
C 4.56256 0.82574 -0.36272
C 3.16580 1.06760 -0.34427
O 2.35144 0.11680 -0.67631
C 2.74002 2.37197 0.07321
C 1.36765 2.72961 0.15740
N 0.36905 1.98408 -0.20925
C -0.95422 2.44445 -0.19474
C -1.35510 3.75758 -0.08607
C -2.71909 4.09344 -0.06246
C -3.68525 3.13405 -0.17735
C -3.31675 1.78505 -0.36648
C -4.25215 0.74910 -0.56943
C -3.81005 -0.51888 -0.83538
C -2.43293 -0.76299 -0.88441
N -1.52719 0.16640 -0.64364
C -1.94522 1.44217 -0.38959
C 3.69784 3.34305 0.42543
H 6.53203 1.57506 -0.03573
H 4.88748 -0.16236 -0.66221
H 1.16796 3.72068 0.56710
H -0.62164 4.55018 -0.03511
H -2.99924 5.13283 0.04170
H -4.73572 3.39296 -0.15328
H -5.31083 0.97413 -0.53654
H -4.49683 -1.33152 -1.02620
H -2.06566 -1.74383 -1.15900
H 3.36845 4.32852 0.73210
N -2.61777 -4.10529 1.85881
C -1.58597 -4.84331 1.36655
O -1.52958 -6.04599 1.47744
C -0.51211 -4.09409 0.61829
C 0.32791 -4.82778 -0.21559
C 1.32153 -4.17251 -0.92027
C 1.43227 -2.79839 -0.79905
N 0.62172 -2.08415 -0.01140
C -0.31158 -2.72857 0.70185
H -3.30082 -4.59794 2.41141
H -2.61901 -3.10418 1.90231
H 0.19029 -5.89925 -0.27992
H 2.00193 -4.71618 -1.55947
H 2.18898 -2.24094 -1.33584
H -0.88105 -2.11847 1.39332
```

- ⟨S²⟩ = 2.01
- frontier orbital gap (spin up / spin down) (eV) = 6.75 / 6.54
- multiplicity = 3
- HOMO level (spin up / spin down) (eV) = -10.623 / -10.654
- total charge = +1
- E (eV) = -144211.0526

Question: What is the E in the third record?
Answer: -162414.7528 eV

Question: Look up the E of the second one.
Answer: -87230.0589 eV

Question: Among the records above, which one has the highest E?
Answer: C2H3N3O3